[1]
Here is a structure of composition C39H28AsCoF3N2OS at a distorted geometry from OMol25. Energies are from ωB97M-V with the def2-TZVPD basis set.

Computed properties:
- LUMO energy (spin up / spin down) (Eh) = -0.0143 / -0.0140
- Kohn-Sham gap (spin up / spin down) (eV) = 7.5 / 7.4
- E_HOMO (spin up / spin down) (eV) = -7.844 / -7.770
- multiplicity = 2
- charge = 0

Cartesian coordinates (Å):
Co 1.052 0.330 0.704
N 0.741 -1.352 7.877
C 0.811 -1.061 6.766
C 0.923 -0.725 5.382
C 0.606 -1.674 4.410
C 0.752 -1.354 3.070
C 1.231 -0.106 2.639
C 1.518 0.830 3.641
C 1.364 0.538 4.986
H 0.239 -2.647 4.715
H 0.471 -2.109 2.339
H 1.871 1.817 3.363
H 1.577 1.282 5.744
F 2.662 9.513 -0.927
C 1.529 9.067 -0.354
F 0.503 9.542 -1.096
F 1.432 9.678 0.849
C 1.488 7.577 -0.230
C 0.356 6.989 0.323
C 0.287 5.615 0.449
C 1.355 4.811 0.033
C 2.487 5.420 -0.517
C 2.558 6.796 -0.644
C 1.304 3.394 0.190
C 1.288 2.189 0.371
H -0.464 7.613 0.655
H -0.585 5.144 0.882
H 3.314 4.798 -0.832
H 3.438 7.266 -1.058
S 2.235 -1.097 -0.865
C 2.835 -2.438 -0.023
N 2.955 -2.375 1.329
C 3.360 -3.416 2.089
C 3.701 -4.597 1.509
C 3.652 -4.701 0.106
C 3.239 -3.632 -0.646
H 2.646 -1.506 1.769
H 3.400 -3.247 3.155
H 4.016 -5.433 2.115
H 3.943 -5.624 -0.377
H 3.206 -3.671 -1.723
O -0.783 -0.490 0.304
As -1.451 -1.232 -1.010
C -1.067 -3.124 -1.100
C -0.635 -3.740 -2.267
C -0.403 -5.107 -2.274
C -0.577 -5.851 -1.116
C -0.990 -5.230 0.056
C -1.240 -3.866 0.064
C -1.139 -0.393 -2.714
C -1.901 -0.825 -3.796
C -1.754 -0.205 -5.026
C -0.861 0.849 -5.166
C -0.121 1.291 -4.079
C -0.260 0.674 -2.845
C -3.344 -1.018 -0.711
C -3.748 0.301 -0.514
C -5.068 0.577 -0.201
C -5.981 -0.463 -0.083
C -5.579 -1.774 -0.287
C -4.256 -2.057 -0.599
H -0.487 -3.148 -3.163
H -0.090 -5.593 -3.190
H -0.386 -6.917 -1.125
H -1.135 -5.816 0.954
H -1.571 -3.369 0.970
H -2.607 -1.638 -3.667
H -2.339 -0.538 -5.874
H -0.749 1.331 -6.129
H 0.565 2.119 -4.192
H 0.306 1.022 -1.987
H -3.016 1.097 -0.586
H -5.386 1.599 -0.041
H -7.011 -0.251 0.174
H -6.297 -2.579 -0.199
H -3.933 -3.081 -0.752

---

[2]
Here is a structure of composition C39H29BrN9OTi at a distorted geometry from OMol25. Energies are from ωB97M-V with the def2-TZVPD basis set.

Computed properties:
- LUMO energy (spin up / spin down) (Eh) = -0.1148 / -0.1171
- Kohn-Sham gap (spin up / spin down) (eV) = 4.6 / 6.8
- E_HOMO (spin up / spin down) (eV) = -7.678 / -10.001
- multiplicity = 3
- charge = +1

Cartesian coordinates (Å):
Ti -0.097 -0.211 0.004
N -0.841 4.354 -1.620
C -1.192 3.100 -1.269
N -0.382 2.104 -1.194
C 0.958 2.303 -1.559
N 1.753 1.295 -1.702
N 1.218 0.080 -1.437
C 1.883 -0.965 -1.941
C 1.248 -2.227 -1.924
C 1.829 -3.383 -2.483
C 1.087 -4.534 -2.565
C -0.232 -4.528 -2.097
C -0.715 -3.371 -1.516
N -0.008 -2.250 -1.393
C 1.437 3.653 -1.839
C 2.778 3.953 -2.067
C 3.162 5.250 -2.356
C 2.212 6.263 -2.415
C 0.877 5.986 -2.170
C 0.494 4.685 -1.880
H -1.532 5.084 -1.633
H -2.243 2.943 -1.043
H 2.825 -0.803 -2.452
H 2.847 -3.341 -2.847
H 1.507 -5.434 -2.995
H -0.863 -5.401 -2.185
H -1.731 -3.349 -1.130
H 3.498 3.146 -2.021
H 4.204 5.477 -2.538
H 2.510 7.276 -2.650
H 0.133 6.774 -2.200
Br 7.016 -1.384 1.241
C 5.122 -1.386 1.116
C 4.439 -2.597 0.992
C 3.064 -2.604 0.907
C 2.336 -1.406 0.922
O 1.028 -1.402 0.846
C 3.039 -0.186 1.077
C 2.327 1.031 1.258
N 1.033 1.165 1.143
C 0.456 2.394 1.491
C 1.123 3.600 1.589
C 0.454 4.775 1.954
C -0.882 4.760 2.244
C -1.604 3.552 2.153
C -2.975 3.463 2.468
C -3.593 2.248 2.375
C -2.863 1.143 1.915
N -1.590 1.176 1.569
C -0.945 2.365 1.738
C 4.442 -0.197 1.170
H 4.992 -3.526 0.962
H 2.522 -3.537 0.811
H 2.923 1.881 1.582
H 2.175 3.662 1.349
H 1.011 5.702 2.005
H -1.402 5.661 2.544
H -3.512 4.346 2.790
H -4.629 2.122 2.657
H -3.377 0.197 1.833
H 4.976 0.738 1.285
N -1.463 -1.649 1.147
C -2.773 -1.681 0.560
C -3.835 -2.342 1.125
C -5.096 -2.334 0.505
C -5.276 -1.684 -0.684
C -4.201 -1.008 -1.301
C -4.315 -0.369 -2.552
C -3.191 0.172 -3.117
C -1.985 0.154 -2.411
N -1.852 -0.336 -1.191
C -2.936 -0.982 -0.660
H -1.496 -1.501 2.149
H -0.981 -2.530 0.994
H -3.696 -2.869 2.061
H -5.921 -2.856 0.971
H -6.238 -1.693 -1.180
H -5.270 -0.340 -3.060
H -3.223 0.617 -4.102
H -1.092 0.555 -2.867

---

[3]
Here is a structure of composition C39H29Cl5GeMgN4O4P at a distorted geometry from OMol25. Energies are from ωB97M-V with the def2-TZVPD basis set.

Computed properties:
- LUMO energy (spin up / spin down) (Eh) = -0.0101 / -0.0900
- Kohn-Sham gap (spin up / spin down) (eV) = 7.5 / 5.3
- E_HOMO (spin up / spin down) (eV) = -7.780 / -7.781
- multiplicity = 2
- charge = 0

Cartesian coordinates (Å):
Mg -0.143 -1.343 1.922
N -0.391 2.973 1.200
P 1.228 2.397 1.307
C 1.546 2.743 3.081
C 0.531 2.607 4.022
C 0.822 2.701 5.373
C 2.125 2.923 5.790
C 3.135 3.079 4.853
C 2.852 2.980 3.501
C 2.134 3.832 0.617
C 3.079 3.621 -0.383
C 3.841 4.674 -0.866
C 3.675 5.944 -0.339
C 2.751 6.159 0.675
C 1.978 5.112 1.149
C -1.563 2.234 1.254
C -2.761 2.928 1.013
C -3.963 2.268 1.081
C -3.957 0.914 1.383
C -2.749 0.306 1.632
N -1.563 0.931 1.585
H -0.508 3.876 0.764
H -0.479 2.390 3.700
H 0.032 2.577 6.101
H 2.355 2.943 6.847
H 4.151 3.257 5.179
H 3.651 3.050 2.772
H 3.228 2.624 -0.783
H 4.567 4.493 -1.647
H 4.279 6.764 -0.704
H 2.646 7.145 1.108
H 1.267 5.284 1.949
H -2.718 3.983 0.783
H -4.892 2.795 0.909
H -4.875 0.349 1.436
H -2.725 -0.749 1.882
O -0.591 -4.022 3.255
C 0.309 -4.145 2.452
N 0.931 -3.065 1.867
C 1.855 -3.454 1.001
O 2.599 -2.704 0.333
C 1.865 -4.948 0.934
C 2.557 -5.826 0.133
C 2.294 -7.186 0.298
C 1.391 -7.626 1.255
C 0.700 -6.729 2.070
C 0.934 -5.385 1.879
H 3.260 -5.472 -0.609
H 2.791 -7.907 -0.335
H 1.214 -8.688 1.360
H 0.003 -7.074 2.821
Cl 1.740 -0.523 2.948
Ge 2.641 -0.471 0.381
Cl 2.794 -0.688 -1.873
Cl 4.800 -0.331 0.892
Cl -4.478 -0.676 -2.764
C -3.593 0.715 -3.292
C -4.302 1.824 -3.719
C -3.643 3.002 -4.020
C -2.275 3.093 -3.825
C -1.569 1.981 -3.414
Cl 0.135 2.098 -3.137
C -2.185 0.734 -3.204
N -1.407 -0.361 -2.898
C -1.631 -1.658 -3.355
C -2.328 -1.808 -4.559
C -2.554 -3.050 -5.107
C -2.063 -4.175 -4.481
C -1.341 -4.042 -3.312
C -1.112 -2.805 -2.711
C -0.243 -2.855 -1.454
C -0.555 -2.010 -0.216
O -1.413 -2.365 0.609
O 0.176 -0.983 0.023
H -5.377 1.758 -3.809
H -4.197 3.855 -4.384
H -1.752 4.019 -4.017
H -0.501 -0.169 -2.493
H -2.675 -0.922 -5.075
H -3.113 -3.135 -6.028
H -2.227 -5.156 -4.905
H -0.953 -4.931 -2.832
H 0.787 -2.618 -1.736
H -0.285 -3.884 -1.091